# C14H28BCl6F4O4S2

A 6-piece molecular cluster, C14H28BCl6F4O4S2 overall at a distorted geometry (ωB97M-V/def2-TZVPD, OMol25).

XYZ file:
```
59
C14H28BCl6F4O4S2, DFT ωB97M-V/def2-TZVPD
B 0.6498 -0.3617 0.9675
F 1.0549 -0.0254 2.2568
F -0.3488 -1.3528 0.9055
F 0.1946 0.7770 0.2257
F 1.7626 -0.8239 0.1919
C 4.6668 -2.8109 1.6982
C 3.9240 -2.1138 2.8438
C 4.5986 -0.7941 3.1171
S 5.6312 -0.3982 1.5918
O 7.0380 -0.6018 1.9068
O 5.1892 0.8556 1.0320
C 5.0904 -1.7935 0.6375
H 4.0964 -3.6825 1.3781
H 5.6120 -3.2341 2.0630
H 4.0198 -2.8070 3.6874
H 2.8543 -2.1263 2.6419
H 5.2186 -0.6124 3.9888
H 3.9054 0.0457 3.0193
H 5.9351 -2.0766 0.0163
H 4.1972 -1.5554 0.0552
C -3.6609 2.0928 0.0076
C -4.4433 3.3645 0.3282
C -3.3951 4.4327 0.4866
S -1.9907 3.5905 1.3193
O -1.8138 3.9896 2.7116
O -0.8925 3.7078 0.3703
C -2.6522 1.8793 1.1325
H -3.1092 2.3155 -0.9075
H -4.2823 1.1982 -0.0236
H -4.9849 3.2322 1.2729
H -5.1947 3.6405 -0.4119
H -3.5748 5.3947 0.9622
H -2.9266 4.6827 -0.4683
H -3.1907 1.6224 2.0446
H -1.8445 1.1623 1.0028
Cl -4.3485 -0.8686 2.1026
C -3.3044 -2.1057 1.3031
C -3.9982 -2.4033 -0.0049
Cl -3.0534 -3.6875 -0.8022
H -3.2303 -2.9037 2.0343
H -2.3262 -1.6374 1.2022
H -4.0407 -1.4786 -0.5755
H -5.0116 -2.7579 0.1574
Cl 1.6495 1.6013 -3.0185
C -0.0907 1.7719 -2.7385
C -0.5352 2.8941 -3.7119
Cl -2.0691 3.6898 -3.2948
H -0.2798 2.0319 -1.6994
H -0.6689 0.8926 -3.0121
H -0.7152 2.4588 -4.6972
H 0.2667 3.5967 -3.9246
Cl 2.6642 -2.7650 -2.9834
C 0.9912 -2.2094 -2.6175
C -0.0569 -3.0483 -3.2688
Cl -0.0435 -4.7470 -2.6745
H 0.9468 -1.1639 -2.9213
H 0.9083 -2.2241 -1.5316
H 0.0465 -3.1180 -4.3488
H -1.0342 -2.6326 -3.0259
```

Summary:
- largest force on an atom (eV/A) = 2.49
- LUMO energy (eV) = 2.31
- HOMO-LUMO gap (eV) = 9.9304
- charge = -1
- energy relative to the best compared isomer or geometry (same formula, charge and spin) (kcal per mole) = 0.00
- E_HOMO (eV) = -7.62
- E (Ha) = -4833.3624

natural (NBO) population analysis, charges in e, atoms 1 to 6:
1 B 1.353
2 F -0.560
3 F -0.585
4 F -0.589
5 F -0.595
6 C -0.392

# C2H7ClN3

An isolated ion of composition C2H7ClN3 and charge +1 at a distorted geometry (ωB97M-V/def2-TZVPD, OMol25).

XYZ file:
```
13
C2H7ClN3, DFT ωB97M-V/def2-TZVPD
N 0.9864 -0.7620 0.1879
C -0.2114 -0.2342 -0.5774
N 0.0296 1.1636 -0.6386
N -0.7144 1.4955 0.5713
C -1.3357 -0.0274 0.4661
Cl -3.0997 -0.2547 -0.0887
H 0.7671 -0.2556 1.1298
H 1.8950 -0.3667 -0.2143
H 0.9911 -1.7123 0.4010
H -0.2722 -0.8715 -1.4242
H -0.2393 1.3946 -1.5731
H -1.3457 2.2612 0.3951
H -1.2325 -0.6051 1.3137
```

Summary:
- largest force on an atom (eV/A) = 4.42
- LUMO energy (eV) = -3.81
- HOMO-LUMO gap (eV) = 10.0547
- charge = +1
- energy relative to the best compared isomer or geometry (same formula, charge and spin) (kcal per mole) = 87.47
- SMILES = [NH3+][C@@H]1NN[C@H]1Cl
- E_HOMO (eV) = -13.86
- E (Ha) = -704.4951

natural (NBO) population analysis, charges in e, atoms 1 to 6:
1 N -0.697
2 C 0.051
3 N -0.489
4 N -0.431
5 C -0.039
6 Cl 0.012

# C17H12Br2Cl6N3O2PbS2

C17H12Br2Cl6N3O2PbS2 as an isolated structure (ωB97M-V/def2-TZVPD, OMol25).

XYZ file:
```
45
C17H12Br2Cl6N3O2PbS2, DFT ωB97M-V/def2-TZVPD
Pb 0.7383 -0.0141 -0.8023
C 4.9472 -3.5935 1.1663
S 3.8914 -2.7471 2.3495
C 3.1888 -1.4258 1.3916
S 3.5249 -1.2479 -0.2596
N 2.4471 -0.6945 2.1909
N 1.7194 0.2761 1.5807
C 1.2702 1.1836 2.3596
C 0.4518 2.2847 1.8483
C -0.1598 3.1729 2.7317
C -0.9438 4.1903 2.2230
C -1.0932 4.3028 0.8487
C -0.4497 3.3772 0.0442
N 0.3065 2.3964 0.5250
H 5.4015 -4.4228 1.7097
H 4.3679 -3.9710 0.3275
H 5.7246 -2.9325 0.7898
H 1.4817 1.1354 3.4259
H -0.0313 3.0404 3.7978
H -1.4413 4.8836 2.8893
H -1.7013 5.0788 0.4051
H -0.5553 3.4102 -1.0350
Cl -1.4795 1.4316 -3.0000
C -2.4215 1.0710 -1.5460
C -1.7773 0.4701 -0.4853
C -2.5507 0.3022 0.6549
Cl -1.8148 -0.3629 2.0885
C -3.8916 0.6764 0.7283
Cl -4.8129 0.4496 2.1738
C -4.5003 1.2583 -0.3831
Cl -6.1600 1.7328 -0.3221
C -3.7563 1.4691 -1.5388
Cl -4.4893 2.2239 -2.9118
Br 0.3603 -1.6936 -4.0748
C 0.0011 -0.5264 -5.5514
Br 1.1468 1.0359 -5.5793
H -1.0164 -0.1667 -5.4638
H 0.1624 -1.0560 -6.4810
Cl -0.0911 -4.3453 2.0147
C 0.6524 -4.2760 0.3971
C 0.4869 -2.9525 -0.3405
O 0.6977 -2.9805 -1.5571
O 0.2200 -1.9243 0.3531
H 0.2273 -5.0737 -0.2035
H 1.7213 -4.4465 0.5203
```

Summary:
- largest force on an atom (eV/A) = 0.15
- LUMO energy (eV) = 2.09
- HOMO-LUMO gap (eV) = 6.9095
- charge = -1
- energy relative to the best compared isomer or geometry (same formula, charge and spin) (kcal per mole) = 0.00
- E_HOMO (eV) = -4.82
- E (Ha) = -9868.2878

natural (NBO) population analysis, charges in e, atoms 1 to 6:
1 Pb 1.283
2 C -0.758
3 S 0.262
4 C -0.067
5 S -0.325
6 N -0.441

# C5H7N2

A 2-piece molecular cluster, C5H7N2 overall at a distorted geometry (ωB97M-V/def2-TZVPD, OMol25).

XYZ file:
```
14
C5H7N2, DFT ωB97M-V/def2-TZVPD
C -0.8661 2.4457 -3.3283
C -0.4847 0.0742 -0.9055
C -0.8466 3.0472 -2.3281
C 0.2924 -1.9100 1.7259
C 0.4533 -0.3666 1.3361
N -0.2168 0.0245 0.2317
N 0.8681 -2.4971 2.6306
H -0.6546 3.2951 -1.3256
H -0.5813 -2.3847 1.2023
H -0.1053 0.0570 2.1307
H 1.4749 -0.1259 1.0983
H -0.8832 2.2968 -4.4459
H 1.6272 -2.0779 3.1807
H -0.8641 0.2837 -1.8134
```

Summary:
- largest force on an atom (eV/A) = 7.22
- LUMO energy (eV) = -5.25
- HOMO-LUMO gap (eV) = 8.9897
- charge = +1
- energy relative to the best compared isomer or geometry (same formula, charge and spin) (kcal per mole) = 161.05
- E_HOMO (eV) = -14.24
- E (Ha) = -303.7623

natural (NBO) population analysis, charges in e, atoms 1 to 6:
1 C -0.272
2 C 0.478
3 C -0.221
4 C 0.150
5 C -0.367
6 N -0.162

# C11H12Si

One molecule with the formula C11H12Si at a distorted geometry (ωB97M-V/def2-TZVPD, OMol25).

XYZ file:
```
24
C11H12Si, DFT ωB97M-V/def2-TZVPD
C -3.3355 0.7952 -0.0175
Si -2.1443 0.9707 1.4426
C -2.9856 1.5666 3.0284
C -0.4372 0.6025 1.2549
C 0.7959 0.4903 1.4749
C 2.0142 0.1442 1.0742
C 2.0650 -0.4237 -0.2526
C 3.2859 -0.8096 -0.8137
C 3.3367 -1.3925 -2.0629
C 2.1714 -1.6044 -2.7801
C 0.9571 -1.2094 -2.2370
C 0.8899 -0.6192 -0.9899
H -2.8310 1.0451 -0.9458
H -3.7046 -0.2235 -0.1120
H -4.1963 1.4531 0.0829
H -3.1495 2.6406 3.0039
H -3.9496 1.0866 3.1823
H -2.3611 1.3511 3.8889
H 2.9064 0.2463 1.6654
H 4.1967 -0.6492 -0.2536
H 4.2899 -1.6859 -2.4801
H 2.2076 -2.0720 -3.7531
H 0.0471 -1.3716 -2.7985
H -0.0690 -0.3313 -0.6016
```

Summary:
- largest force on an atom (eV/A) = 3.88
- LUMO energy (spin up / spin down) (eV) = -0.13 / -0.12
- HOMO-LUMO gap (spin up / spin down) (eV) = 6.7224 / 6.7249
- energy relative to the best compared isomer or geometry (same formula, charge and spin) (kcal per mole) = 10.03
- SMILES = C[Si](C)=C=C=Cc1ccccc1
- E_HOMO (spin up / spin down) (eV) = -6.85 / -6.85
- E (Ha) = -715.7399

natural (NBO) population analysis, charges in e, atoms 1 to 6:
1 C -1.115
2 Si 1.495
3 C -1.107
4 C -0.748
5 C 0.122
6 C -0.370

# C17H10IrO5PSe2

C17H10IrO5PSe2 as an isolated structure (ωB97M-V/def2-TZVPD, OMol25).

XYZ file:
```
36
C17H10IrO5PSe2, DFT ωB97M-V/def2-TZVPD
Ir -0.0265 0.0660 -0.0477
O 2.4899 -4.3646 -3.4599
C 2.0011 -3.5024 -2.7984
C 2.7267 -2.2336 -2.2677
O 3.8843 -1.9616 -2.4306
C 1.6699 -1.5365 -1.5304
C 0.4690 -2.1798 -1.5805
O -0.5315 -1.6016 -0.9446
C 0.5129 -3.4225 -2.3544
O -0.3404 -4.2320 -2.5941
O 1.7028 -0.4108 -0.8456
Se -0.1955 0.4166 2.3293
P -1.3065 2.2672 2.0202
Se -1.2736 2.1327 -0.1549
C -0.5035 3.7284 2.6943
C 0.1886 4.6181 1.8820
C 0.8211 5.7153 2.4499
C 0.7709 5.9135 3.8207
C 0.0834 5.0197 4.6346
C -0.5580 3.9302 4.0741
C -2.9576 2.2877 2.7319
C -3.7040 3.4617 2.6214
C -4.9914 3.5060 3.1242
C -5.5322 2.3851 3.7452
C -4.7892 1.2208 3.8582
C -3.5001 1.1661 3.3463
H 0.2393 4.4532 0.8133
H 1.3577 6.4106 1.8186
H 1.2690 6.7673 4.2607
H 0.0455 5.1766 5.7041
H -1.1041 3.2414 4.7086
H -3.2804 4.3404 2.1481
H -5.5738 4.4132 3.0373
H -6.5386 2.4227 4.1408
H -5.2119 0.3492 4.3394
H -2.9224 0.2533 3.4180
```

Summary:
- largest force on an atom (eV/A) = 0.37
- LUMO energy (eV) = -1.45
- HOMO-LUMO gap (eV) = 7.1979
- energy relative to the best compared isomer or geometry (same formula, charge and spin) (kcal per mole) = 0.00
- E_HOMO (eV) = -8.65
- E (Ha) = -6278.5478

natural (NBO) population analysis, charges in e, atoms 1 to 6:
1 Ir 0.853
2 O -0.438
3 C 0.405
4 C 0.404
5 O -0.480
6 C 0.175

# C15H45O8V

C15H45O8V as an isolated structure at a distorted geometry (ωB97M-V/def2-TZVPD, OMol25).

XYZ file:
```
69
C15H45O8V, DFT ωB97M-V/def2-TZVPD
V -7.3377 -18.0164 -2.2249
C -6.2648 -15.2793 -4.0207
O -6.5569 -15.9589 -2.8216
H -7.0804 -14.9406 -4.6596
H -5.6959 -14.3920 -3.7429
H -5.5060 -15.8387 -4.5679
C -9.0523 -12.6106 -3.5669
C -10.0847 -13.6711 -3.1309
O -10.3778 -13.5439 -1.7434
H -9.4186 -11.6211 -3.2934
H -8.8653 -12.6016 -4.6407
H -8.1214 -12.7925 -3.0298
H -9.7781 -14.6534 -3.4901
H -11.0442 -13.4740 -3.6092
H -9.5781 -13.4374 -1.2230
C -4.4352 -18.7865 1.3558
C -5.1434 -19.2736 0.0979
O -5.6816 -18.2101 -0.6463
H -4.2851 -17.7171 1.2075
H -3.5845 -19.3924 1.6675
H -5.1486 -18.8348 2.1785
H -5.9131 -20.0261 0.2694
H -4.4417 -19.8330 -0.5207
H -4.9961 -17.5619 -0.8236
C -9.3180 -17.6175 1.5562
C -9.4246 -16.8913 0.1954
O -8.2433 -16.8755 -0.5475
H -10.3102 -17.5277 1.9986
H -8.5634 -17.1840 2.2124
H -9.2147 -18.6942 1.4214
H -9.8345 -15.8896 0.3245
H -10.1859 -17.4171 -0.3808
H -7.8603 -16.0301 -0.3020
C -2.2441 -17.1682 -2.9674
C -2.6409 -15.8501 -2.2877
O -3.6903 -16.0620 -1.3565
H -3.0319 -17.5049 -3.6413
H -2.0437 -17.9029 -2.1875
H -1.3291 -17.0256 -3.5423
H -2.9072 -15.1720 -3.0985
H -1.7658 -15.4109 -1.8086
H -4.5069 -15.6663 -1.6700
C -6.3189 -17.9432 -7.1916
C -7.6016 -18.1542 -6.4432
O -7.8730 -19.5953 -6.2079
H -6.0979 -18.4196 -8.1467
H -5.5334 -18.2599 -6.5054
H -6.1650 -16.8681 -7.2843
H -8.5123 -17.7646 -6.8982
H -7.5837 -17.6645 -5.4696
H -7.6794 -20.0262 -7.0436
C -8.0804 -12.3957 0.6622
C -7.0158 -13.0326 -0.2046
O -7.6082 -14.1755 -0.7573
H -8.9848 -12.2548 0.0703
H -7.8492 -11.3705 0.9517
H -8.4775 -13.0323 1.4528
H -6.1454 -13.2835 0.4017
H -6.6783 -12.2947 -0.9323
H -7.0876 -14.4785 -1.5048
C -3.2208 -15.8306 -6.8234
C -1.9998 -16.6230 -7.3071
O -2.4988 -17.9191 -7.6252
H -2.9634 -14.7714 -6.8216
H -3.4785 -16.3026 -5.8752
H -4.0315 -15.9530 -7.5416
H -1.3118 -16.7244 -6.4678
H -1.5282 -16.1393 -8.1625
H -3.1227 -17.8923 -8.3543
```

Summary:
- largest force on an atom (eV/A) = 3.99
- LUMO energy (spin up / spin down) (eV) = -4.63 / -4.66
- HOMO-LUMO gap (spin up / spin down) (eV) = 7.6113 / 7.5868
- charge = +1
- energy relative to the best compared isomer or geometry (same formula, charge and spin) (kcal per mole) = 42.70
- spin multiplicity = 4
- E_HOMO (spin up / spin down) (eV) = -12.24 / -12.25
- E (Ha) = -2144.0551
- ⟨S²⟩ = 3.759

natural (NBO) population analysis, charges in e, atoms 1 to 6:
1 V 1.649
2 C -0.252
3 O -1.026
4 H 0.169
5 H 0.162
6 H 0.156

# C7H12N5

A 2-piece molecular cluster, C7H12N5 overall at a distorted geometry (ωB97M-V/def2-TZVPD, OMol25).

XYZ file:
```
24
C7H12N5, DFT ωB97M-V/def2-TZVPD
C 3.8120 -0.0235 -0.7473
C 3.1698 1.0565 -0.2894
C 2.1916 -0.8576 0.4752
C -2.9563 -0.1242 0.4529
C 0.9260 1.1413 0.7521
C -0.7466 -1.1285 -1.0860
C -1.7346 -0.5953 1.1318
N 3.1658 -1.1675 -0.2341
N -2.9562 0.7535 -0.4763
N 2.0854 0.5615 0.4981
N -0.6252 -0.6408 0.2064
N 0.3688 2.0950 1.2521
H 4.6544 -0.2550 -1.4288
H 3.2859 2.1244 -0.4821
H 1.5716 -1.4852 1.1664
H -3.7808 -0.8692 0.2568
H 0.1779 -0.9491 -1.6490
H -0.9884 -2.1629 -1.1541
H -1.4952 -0.3674 -1.6403
H -1.4190 0.0640 1.8936
H -1.9944 -1.5329 1.5954
H -3.6842 0.7239 -1.1568
H -0.5633 2.0655 1.0303
H -2.4649 1.5736 -0.3667
```

Summary:
- largest force on an atom (eV/A) = 6.57
- LUMO energy (spin up / spin down) (eV) = -5.27 / -5.63
- HOMO-LUMO gap (spin up / spin down) (eV) = 4.6755 / 8.0068
- charge = +1
- energy relative to the best compared isomer or geometry (same formula, charge and spin) (kcal per mole) = 102.34
- spin multiplicity = 3
- E_HOMO (spin up / spin down) (eV) = -9.95 / -13.64
- E (Ha) = -547.2053
- ⟨S²⟩ = 2.010

natural (NBO) population analysis, charges in e, atoms 1 to 6:
1 C -0.041
2 C -0.068
3 C 0.237
4 C -0.047
5 C 0.793
6 C -0.516